{"formula": "C55H72N5O2", "method": "ωB97M-V/def2-TZVPD", "elements": ["C", "C", "C", "C", "C", "C", "C", "C", "C", "C", "C", "C", "C", "C", "N", "C", "C", "N", "C", "C", "C", "C", "C", "C", "C", "C", "C", "C", "C", "C", "C", "C", "C", "C", "C", "C", "C", "C", "N", "O", "O", "C", "C", "H", "H", "H", "H", "H", "H", "H", "H", "H", "H", "H", "H", "H", "H", "H", "H", "H", "H", "H", "H", "H", "H", "H", "H", "H", "H", "H", "H", "H", "H", "H", "H", "H", "H", "H", "H", "H", "H", "H", "H", "H", "H", "H", "H", "H", "H", "H", "H", "H", "H", "H", "C", "N", "C", "C", "C", "C", "C", "C", "C", "C", "C", "C", "N", "C", "C", "C", "C", "C", "C", "H", "H", "H", "H", "H", "H", "H", "H", "H", "H", "H", "H", "H", "H", "H", "H", "H", "H", "H", "H", "H"], "xyz": [[-1.5083, 0.0257, -0.8198], [-2.9533, 0.0137, -0.3421], [-3.7889, -0.1290, -1.6258], [-3.2468, -1.2136, 0.5170], [-3.3026, 1.3142, 0.4662], [-4.2493, 2.1487, -0.1301], [-4.8824, 3.1585, 0.5744], [-4.5098, 3.3890, 1.8845], [-3.4276, 2.7377, 2.4724], [-3.1331, 3.2819, 3.9126], [-1.6748, 3.1874, 4.2967], [-4.0602, 2.5638, 4.9065], [-3.4368, 4.7871, 4.0516], [-2.7924, 1.6624, 1.7624], [-1.7164, 0.8934, 2.3896], [-1.9413, 0.0467, 3.5683], [-0.5577, -0.2129, 4.1179], [0.3449, 0.2007, 3.0345], [1.7459, -0.1938, 3.0678], [2.0928, -1.5476, 2.7346], [1.1433, -2.7288, 2.3370], [1.8254, -3.7114, 1.3635], [-0.1154, -2.3120, 1.6025], [0.8228, -3.5209, 3.6164], [3.4210, -1.9461, 2.8597], [4.4248, -1.0598, 3.2011], [4.0869, 0.2253, 3.5719], [2.7682, 0.6824, 3.5471], [2.6364, 2.0944, 4.2051], [3.7855, 3.0194, 3.7598], [2.6750, 1.9006, 5.7304], [1.3824, 2.8461, 3.8540], [-0.3615, 0.9347, 2.0985], [0.1305, 1.7701, 1.1038], [1.4731, 1.8573, 0.6034], [2.3160, 0.7312, 0.3548], [3.6524, 0.9014, 0.0562], [4.1630, 2.2079, -0.1380], [5.5736, 2.3958, -0.1826], [6.0258, 3.5570, -0.3171], [6.3197, 1.3929, -0.0709], [3.3073, 3.3288, -0.0896], [1.9794, 3.1523, 0.2521], [-0.8144, -0.0766, 0.0151], [-1.3175, -0.8058, -1.5128], [-1.2837, 0.9655, -1.3413], [-4.8633, -0.1604, -1.4106], [-3.5794, 0.6898, -2.3255], [-3.5315, -1.0651, -2.1440], [-4.3050, -1.2192, 0.8172], [-3.0362, -2.1391, -0.0383], [-2.6324, -1.2066, 1.4197], [-4.5716, 1.9910, -1.1587], [-5.6838, 3.7368, 0.1217], [-5.0824, 4.1205, 2.4542], [-1.0553, 3.6636, 3.5275], [-1.4976, 3.7257, 5.2397], [-1.3594, 2.1582, 4.4543], [-5.0804, 2.9613, 4.8098], [-4.1202, 1.4835, 4.7310], [-3.7197, 2.7375, 5.9364], [-4.5075, 5.0119, 4.0616], [-3.0429, 5.1464, 5.0119], [-2.9531, 5.3675, 3.2590], [-2.6002, 0.5441, 4.2868], [-2.4413, -0.8930, 3.2834], [-0.3479, 0.3882, 5.0230], [-0.3937, -1.2653, 4.3796], [2.6095, -4.3091, 1.8392], [1.0817, -4.4278, 0.9872], [2.2496, -3.1869, 0.4977], [-0.7672, -1.6896, 2.2111], [0.1253, -1.7848, 0.6722], [-0.6854, -3.2105, 1.3191], [0.4950, -2.8740, 4.4383], [0.0377, -4.2638, 3.4218], [1.7237, -4.0503, 3.9564], [3.7004, -2.9862, 2.6949], [5.4642, -1.3808, 3.2224], [4.8887, 0.8744, 3.9266], [3.9116, 2.9676, 2.6695], [3.5563, 4.0634, 4.0171], [4.7390, 2.7739, 4.2399], [1.8401, 1.2609, 6.0525], [3.6144, 1.4272, 6.0438], [2.5878, 2.8685, 6.2441], [0.5091, 2.2610, 4.1120], [1.3456, 3.7795, 4.4327], [1.3340, 3.1071, 2.7931], [-0.5870, 2.4746, 0.6918], [1.8927, -0.2759, 0.4186], [4.3494, 0.0649, 0.0085], [3.7368, 4.3116, -0.2807], [1.3014, 4.0106, 0.2882], [-5.5074, -3.7905, -4.0298], [-4.2791, -4.5516, -3.8775], [-4.3702, -5.8877, -4.4390], [-3.0410, -3.9024, -3.7848], [-2.1969, -4.1369, -2.6659], [-0.9857, -3.4867, -2.5656], [-0.5106, -2.6270, -3.6096], [0.7642, -2.0266, -3.4653], [1.5732, -1.4493, -4.4718], [2.6791, -0.6334, -4.0689], [3.4766, 0.0058, -4.9912], [3.2640, -0.1959, -6.3840], [4.0648, 0.4644, -7.3197], [4.7755, -0.2673, -8.3534], [3.7924, 1.8434, -7.6832], [2.2241, -1.0585, -6.8001], [1.4022, -1.6764, -5.8743], [-1.3885, -2.3794, -4.7088], [-2.6176, -3.0085, -4.7925], [-5.4527, -2.8630, -3.4455], [-5.7165, -3.5451, -5.0837], [-6.3205, -4.4180, -3.6446], [-3.4806, -6.4698, -4.1751], [-5.2669, -6.3592, -4.0201], [-4.4706, -5.8611, -5.5384], [-2.5475, -4.8231, -1.8908], [-0.3395, -3.6784, -1.7032], [1.1925, -2.0480, -2.4620], [2.8678, -0.4950, -3.0009], [4.2985, 0.6569, -4.6849], [5.1281, -1.2277, -7.9600], [4.1497, -0.4444, -9.2422], [5.6361, 0.3466, -8.6452], [3.3972, 2.3897, -6.8198], [4.7370, 2.2914, -8.0136], [3.0666, 1.9073, -8.5133], [2.0655, -1.1917, -7.8740], [0.6342, -2.3627, -6.2279], [-1.0963, -1.6799, -5.4908], [-3.2722, -2.8587, -5.6554]], "homo_ev": -8.887, "gap_ha": 0.134, "charge": 1, "energy_ha": -2562.822746}



{"formula": "C23H58N12O7", "method": "ωB97M-V/def2-TZVPD", "elements": ["C", "C", "C", "C", "C", "C", "N", "O", "C", "C", "C", "H", "H", "H", "H", "H", "H", "H", "H", "H", "H", "H", "H", "H", "H", "H", "H", "H", "H", "H", "C", "C", "C", "C", "C", "C", "N", "O", "C", "C", "C", "H", "H", "H", "H", "H", "H", "H", "H", "H", "H", "H", "H", "H", "H", "H", "H", "H", "H", "H", "C", "O", "N", "N", "H", "H", "H", "H", "C", "O", "N", "N", "H", "H", "H", "H", "C", "O", "N", "N", "H", "H", "H", "H", "C", "O", "N", "N", "H", "H", "H", "H", "C", "O", "N", "N", "H", "H", "H", "H"], "xyz": [[-8.9671, 24.7595, 13.5306], [-10.0572, 23.9080, 14.2568], [-9.2856, 23.0042, 15.1924], [-10.1499, 22.3660, 16.3043], [-10.8310, 23.4620, 17.1085], [-11.6708, 24.4485, 16.2025], [-10.9129, 24.8903, 15.0107], [-11.6239, 25.7351, 14.1666], [-12.9600, 23.6650, 15.7755], [-12.1033, 25.6205, 17.0644], [-10.8786, 23.0295, 13.2791], [-9.3604, 25.6150, 12.9813], [-8.4527, 24.2096, 12.7425], [-8.2312, 25.1664, 14.2240], [-8.8785, 22.1665, 14.6262], [-8.3407, 23.4478, 15.5062], [-9.6307, 21.6299, 16.9181], [-10.9236, 21.7770, 15.8119], [-10.0948, 24.0163, 17.6906], [-11.3712, 22.8453, 17.8268], [-13.4141, 23.2375, 16.6695], [-13.7047, 24.3126, 15.3128], [-12.5881, 22.8225, 15.1923], [-12.1996, 25.1823, 18.0578], [-11.2939, 26.3479, 17.1272], [-13.0962, 25.9202, 16.7291], [-11.3018, 22.0894, 13.6330], [-10.3099, 22.7825, 12.3826], [-11.5828, 23.6549, 12.7303], [-12.3529, 25.3017, 13.7168], [-8.9623, 26.4260, 21.6942], [-9.5217, 27.8304, 21.9332], [-8.2651, 28.7779, 21.9783], [-7.7425, 29.2173, 20.5644], [-8.9462, 29.6897, 19.7068], [-10.0648, 28.6512, 19.5394], [-10.5222, 28.2120, 20.8662], [-11.6863, 27.4802, 20.9492], [-11.2928, 29.4014, 18.8996], [-9.6134, 27.5167, 18.5440], [-10.1834, 27.6209, 23.3754], [-8.1276, 26.4277, 20.9932], [-9.8075, 25.8590, 21.3040], [-8.6041, 25.8541, 22.5502], [-8.4802, 29.6312, 22.6216], [-7.4646, 28.1930, 22.4314], [-7.2733, 28.3646, 20.0736], [-7.1177, 30.1057, 20.4722], [-8.6026, 29.9514, 18.7061], [-9.2926, 30.6386, 20.1165], [-11.8539, 30.0029, 19.6147], [-10.9708, 30.0626, 18.0951], [-12.1019, 28.8375, 18.4354], [-8.5547, 27.3112, 18.7025], [-10.0033, 26.5254, 18.7750], [-9.7891, 27.7733, 17.4994], [-10.9206, 26.8367, 23.5478], [-10.7949, 28.4680, 23.6865], [-9.4467, 27.3887, 24.1444], [-12.2292, 28.1002, 21.4417], [-6.4843, 26.5203, 22.5856], [-6.9522, 26.5126, 23.7124], [-5.5754, 27.3600, 22.1756], [-6.8174, 25.7212, 21.5598], [-5.1896, 27.9544, 22.8953], [-5.4547, 27.4550, 21.1774], [-6.2483, 25.7529, 20.7260], [-7.7201, 25.2684, 21.5450], [-4.8082, 22.7036, 18.7946], [-5.2962, 23.6656, 19.3193], [-5.3846, 21.5821, 18.5835], [-3.6386, 22.7414, 18.1568], [-4.9265, 20.7251, 18.3083], [-6.2646, 21.6467, 19.0751], [-3.1748, 23.6364, 18.0940], [-3.2575, 21.8216, 17.9871], [-8.0294, 23.7829, 22.4497], [-8.1394, 24.3650, 21.3465], [-8.3976, 22.5381, 22.4595], [-7.7453, 24.3429, 23.5796], [-8.1975, 22.0525, 23.3223], [-8.3846, 22.1361, 21.5331], [-7.9018, 23.8731, 24.4599], [-7.5104, 25.3251, 23.5673], [-8.2320, 24.4458, 18.6886], [-8.1781, 24.2895, 17.4587], [-7.3297, 24.0844, 19.5394], [-9.2268, 25.0437, 19.3211], [-6.4772, 23.7103, 19.1478], [-7.4628, 24.2642, 20.5243], [-9.1359, 25.1844, 20.3171], [-10.0494, 25.2926, 18.7906], [-9.1760, 27.0722, 16.0631], [-8.6051, 28.1422, 16.3314], [-8.9362, 25.9590, 16.8164], [-10.0163, 27.0089, 15.0393], [-8.3867, 25.9919, 17.6631], [-9.2608, 25.1110, 16.3740], [-10.2384, 26.0819, 14.7056], [-9.9324, 27.7782, 14.3903]], "homo_ev": -6.935, "gap_ha": 0.257, "charge": 0, "energy_ha": -2094.148709}